# 1
The following is a quantum chemistry calculation of a single C4H6ClOP molecule at a distorted geometry, from the OMol25 dataset.

Geometry as XYZ:
```
13
Properties=species:S:1:pos:R:3:forces:R:3:nbo_charge:R:1
C -1.1366 -0.2535 0.9800 1.038 0.624 -0.924 -0.329
C -0.4391 0.3411 1.9323 -0.998 -1.460 -1.463 -0.077
C -0.8320 -0.6050 -0.4796 3.454 -0.515 0.255 -0.448
C 0.2008 0.3288 -1.1574 -0.960 1.769 0.430 -0.751
O 2.6353 1.5615 -0.2797 -0.670 0.108 -0.282 -0.940
P 1.5273 0.6194 0.0679 1.843 0.978 -0.669 1.494
Cl 2.3435 -1.2359 0.1552 0.062 -0.830 0.201 -0.319
H -2.1755 -0.3632 1.0901 -1.603 -0.219 0.909 0.224
H -0.5977 0.6282 2.9251 -0.250 0.411 1.215 0.185
H -0.2866 -1.5654 -0.6660 -0.816 0.160 1.053 0.238
H -1.6701 -0.6851 -1.0947 -1.723 0.155 -0.610 0.225
H 0.6589 -0.1024 -2.0257 0.168 -0.296 -0.557 0.247
H -0.2283 1.3315 -1.4473 0.454 -0.886 0.442 0.248
```
Forces are in eV/Å.

The spin multiplicity is 3. As for the expectation value of S²: 2.018. As for the LUMO energy (alpha / beta): 0.8 / -2.4 eV. The calculation puts the HOMO energy (alpha / beta) at -7.5 / -10.3 eV. The calculation puts the energy above the lowest of the compared OMol25 structures with the same formula, charge and spin at 0.000 eV. Its HOMO-LUMO gap (alpha / beta) is 8.355 / 7.900 eV.

=====

# 2
The following is a quantum chemistry calculation of a molecular structure, C4H6CrLiO7 at a distorted geometry, from the OMol25 dataset.

Geometry as XYZ:
```
19
Properties=species:S:1:pos:R:3:forces:R:3:nbo_charge:R:1
O -2.1206 -2.0356 3.3570 -0.683 -0.487 0.295 -0.850
C -1.6221 -2.0567 2.2037 1.080 0.586 0.304 0.959
O -1.3959 -3.1183 1.5723 -0.396 -0.847 -0.226 -0.866
O -1.2108 -0.8751 1.7132 -0.444 -0.105 0.396 -0.516
O 0.5729 0.5318 -1.0467 0.092 -2.528 -1.889 -0.693
C -0.1320 0.5657 0.1607 0.411 0.742 -0.514 -0.073
C -0.4852 -0.8755 0.4891 0.179 -0.277 -0.606 -0.065
Li -2.2735 -3.9747 3.1152 0.378 0.990 -0.428 0.950
H -1.0644 1.1406 0.0354 0.287 0.158 0.468 0.179
H 0.5231 0.9570 0.9577 -0.533 0.266 0.126 0.158
H 0.4304 -1.4742 0.5942 -0.242 0.080 -0.052 0.173
H -1.0997 -1.3056 -0.3139 0.223 0.079 0.177 0.182
C 1.4234 1.5490 -1.8647 -1.716 0.452 2.269 0.997
O 0.7052 2.6195 -1.9948 0.642 -0.163 -1.534 -0.955
O 1.8496 0.9255 -3.0355 -0.454 0.009 0.678 -0.714
H 1.1740 1.0804 -3.7034 -0.166 0.140 0.132 0.478
Cr -0.1075 3.8741 -0.8155 -0.277 0.611 0.358 -0.083
O 2.4944 1.6563 -1.0035 0.823 -2.007 1.622 -0.747
H 2.3387 0.8157 -0.4205 0.794 2.300 -1.576 0.486
```
Forces are in eV/Å.

The spin multiplicity is 5. The net charge is -1. As for the expectation value of S²: 6.446. As for the LUMO energy (alpha / beta): 0.9 / 0.9 eV. The calculation puts the HOMO energy (alpha / beta) at -2.5 / -0.8 eV. The calculation puts the energy above the lowest of the compared OMol25 structures with the same formula, charge and spin at 0.370 eV. Its HOMO-LUMO gap (alpha / beta) is 3.418 / 1.714 eV.

=====

# 3
The following is a quantum chemistry calculation of a molecular structure, C4H6CuO2 at a distorted geometry, from the OMol25 dataset.

Geometry as XYZ:
```
13
Properties=species:S:1:pos:R:3:forces:R:3:nbo_charge:R:1
O 0.0339 0.1176 0.6984 -0.474 3.061 1.722 -0.343
C -0.6510 1.1427 0.5593 -0.217 -0.326 -2.522 0.713
O -1.5349 1.3336 -0.4212 1.259 1.099 0.586 -0.356
C 0.2259 -0.8765 -0.3918 -0.345 -2.112 -1.404 -0.077
C 1.0175 -2.0240 0.1651 0.069 0.063 0.332 -0.653
H -0.7814 -1.1665 -0.7090 0.207 0.041 0.028 0.232
H 0.7425 -0.3536 -1.2031 -0.071 0.261 0.293 0.238
H 0.4625 -2.5414 0.9572 0.158 0.085 -0.230 0.254
H 1.1947 -2.7330 -0.6548 -0.067 0.167 0.129 0.286
H 1.9894 -1.6901 0.5487 -0.219 -0.112 -0.133 0.253
Cu -1.4355 3.1479 1.6868 0.375 -0.011 -0.628 1.179
C -0.9491 2.6668 -0.1985 -0.564 -2.708 1.722 -0.011
H -0.3145 2.9765 -1.0370 -0.110 0.493 0.104 0.285
```
Forces are in eV/Å.

The spin multiplicity is 2. The net charge is +2. As for the expectation value of S²: 0.760. As for the LUMO energy (alpha / beta): -12.2 / -13.6 eV. The calculation puts the HOMO energy (alpha / beta) at -20.2 / -20.2 eV. The calculation puts the energy above the lowest of the compared OMol25 structures with the same formula, charge and spin at 3.140 eV. Its HOMO-LUMO gap (alpha / beta) is 7.940 / 6.597 eV.

=====

# 4
The following is a quantum chemistry calculation of a molecular structure, C4H6EuO7 at a distorted geometry, from the OMol25 dataset.

Geometry as XYZ:
```
18
Properties=species:S:1:pos:R:3:forces:R:3:nbo_charge:R:1
O -1.4910 0.1719 -4.1739 -0.341 -0.170 -0.943 -0.885
C -1.5371 0.0521 -2.9187 -0.908 0.899 -0.109 0.962
O -2.6105 0.2563 -2.2865 -0.633 -0.177 -0.065 -0.876
O -0.4052 -0.2190 -2.2883 0.293 -0.155 -0.367 -0.510
O 0.8147 -1.2530 0.9010 2.114 -0.352 2.072 -0.762
C 0.9477 -0.7427 -0.3957 0.813 0.161 -0.018 -0.066
C -0.4300 -0.3080 -0.8614 -0.360 -0.019 0.607 -0.079
Eu -4.0660 0.6291 -4.6054 1.794 -0.346 1.198 0.970
H 1.3380 -1.5079 -1.0898 -0.104 0.146 0.024 0.141
H 1.6349 0.1200 -0.4190 -0.151 -0.208 -0.058 0.172
H -0.6937 0.6678 -0.4333 -0.008 -0.274 -0.088 0.193
H -1.1821 -1.0453 -0.5500 0.210 0.183 -0.036 0.189
C 1.5045 0.7216 3.2345 2.995 -0.238 1.679 0.938
O 1.9025 1.8058 2.7681 -0.691 -0.299 -0.415 -0.790
O 0.2500 0.6867 3.8136 -1.218 -0.251 0.436 -0.770
H 0.1329 1.5068 4.3059 0.034 0.156 -0.557 0.465
O 2.2041 -0.3171 3.4841 -1.119 0.483 -1.468 -0.825
H 1.6861 -1.2251 1.5152 -2.717 0.462 -1.893 0.532
```
Forces are in eV/Å.

The spin multiplicity is 9. The net charge is -1. As for the expectation value of S²: 20.008. As for the LUMO energy (alpha / beta): 1.5 / 1.4 eV. The calculation puts the HOMO energy (alpha / beta) at -4.1 / -4.1 eV. The calculation puts the energy above the lowest of the compared OMol25 structures with the same formula, charge and spin at 0.000 eV. Its HOMO-LUMO gap (alpha / beta) is 5.531 / 5.498 eV.

=====

# 5
The following is a quantum chemistry calculation of a single C4H6F2 molecule at a distorted geometry, from the OMol25 dataset.

Geometry as XYZ:
```
12
Properties=species:S:1:pos:R:3:forces:R:3:nbo_charge:R:1
C -1.3922 -1.2777 -0.3529 -1.157 -1.392 1.117 -0.634
C -0.0953 -0.6473 0.1112 -0.099 2.188 -1.197 -0.172
C 0.8335 -1.3959 0.9658 1.406 0.684 1.941 -0.633
C 0.1509 0.6340 -0.1731 0.186 0.992 -0.007 0.732
H -1.2788 -2.3985 -0.3040 0.072 1.018 -0.308 0.217
H -1.7571 -1.0262 -1.3767 0.415 0.122 0.964 0.241
H -2.2327 -1.1200 0.4343 1.257 0.152 -1.409 0.224
H 0.4037 -1.4328 1.9759 -0.007 -0.428 -0.088 0.219
H 0.9975 -2.3719 0.6071 -0.135 -1.411 -0.398 0.217
H 1.8815 -1.0163 1.1590 -1.296 0.275 -0.682 0.238
F 1.2083 1.3974 0.2806 -1.466 -1.343 -0.729 -0.328
F -0.6522 1.4345 -0.9251 0.823 -0.858 0.796 -0.322
```
Forces are in eV/Å.

As for the LUMO energy: 0.9 eV. The calculation puts the HOMO energy at -9.3 eV. The calculation puts the energy above the lowest of the compared OMol25 structures with the same formula, charge and spin at 0.476 eV. Its HOMO-LUMO gap is 10.216 eV. As for the SMILES: CC(C)=C(F)F.

=====

# 6
The following is a quantum chemistry calculation of a single C4H6F2 molecule at a distorted geometry, from the OMol25 dataset.

Geometry as XYZ:
```
12
Properties=species:S:1:pos:R:3:forces:R:3:nbo_charge:R:1
F -2.4341 -0.3650 1.4143 -0.962 -0.487 0.184 -0.354
F 0.5710 -0.8573 -2.4987 -0.466 -0.318 -0.905 -0.344
C -0.5476 0.3517 0.2824 3.207 -1.292 -1.042 -0.186
C 0.6236 -0.1904 -0.2332 -2.345 0.427 2.380 -0.209
C -1.1793 0.1072 1.6683 1.362 -0.243 -1.824 0.028
C 1.2136 -0.0569 -1.6133 -0.814 0.918 1.672 0.015
H -1.0347 0.8684 -0.5015 -1.297 1.033 -0.096 0.198
H 1.1647 -0.8350 0.4366 0.390 -0.265 0.242 0.183
H -1.2785 0.9457 2.3321 0.113 0.769 -0.041 0.175
H -0.5826 -0.6436 2.1776 -0.022 -0.299 0.132 0.165
H 1.2540 0.9786 -1.8885 -0.743 0.688 -0.759 0.163
H 2.2301 -0.3035 -1.5762 1.575 -0.930 0.056 0.164
```
Forces are in eV/Å.

As for the LUMO energy: 0.9 eV. The calculation puts the HOMO energy at -10.1 eV. The calculation puts the energy above the lowest of the compared OMol25 structures with the same formula, charge and spin at 1.119 eV. Its HOMO-LUMO gap is 11.068 eV. As for the SMILES: FC/C=C/CF.